Below is a molecular structure, C57H99AsF6N10, with properties calculated with ωB97M-V/def2-TZVPD.

E in a.u.: -5613.3012
Charge: +2
HOMO energy in eV: -10.2
Molar mass in g/mol: 1113.40
Energy above the lowest of the compared OMol25 structures with the same formula, charge and spin in kJ/mol: 41.4
Lowest unoccupied orbital energy in eV: -4.38

Last column: Mulliken charge in e.
Positions of all 173 atoms, in Å:
C  -0.544  28.147  13.477  -1.450
C  0.694  27.305  13.783  -0.325
C  1.501  26.898  12.561  -0.432
N  2.794  26.063  12.839  0.171
C  2.339  24.810  13.664  -0.929
C  3.439  23.715  13.755  0.233
C  3.980  23.349  12.428  0.178
C  4.461  24.594  11.561  -0.011
C  3.363  25.570  11.444  -1.080
C  3.855  26.852  13.604  -0.721
H  -1.285  27.573  12.920  0.353
H  -0.221  29.002  12.884  0.358
H  -0.964  28.632  14.359  0.390
H  0.254  26.455  14.304  0.275
H  1.293  27.781  14.560  0.384
H  1.944  27.783  12.105  0.416
H  0.933  26.281  11.865  0.303
H  1.439  24.428  13.182  0.445
H  2.014  25.175  14.639  0.544
H  3.101  22.819  14.275  -0.457
H  4.253  24.130  14.350  0.221
H  3.224  22.714  11.965  0.457
H  4.806  22.644  12.521  -0.364
H  4.776  24.238  10.581  0.554
H  5.355  25.080  11.953  -0.426
H  2.507  25.177  10.896  0.444
H  3.618  26.531  10.997  0.521
H  4.664  26.146  13.797  0.204
H  3.369  27.415  14.400  0.351
H  4.317  27.669  13.049  0.316
C  11.212  29.327  12.161  -1.412
C  11.169  27.808  12.150  -0.135
C  10.246  27.277  13.319  -0.928
N  9.960  25.749  13.292  0.270
C  9.514  25.349  14.800  -1.092
C  8.886  23.920  14.818  -0.008
C  7.796  23.703  13.732  1.697
C  8.334  24.033  12.343  -0.897
C  8.885  25.485  12.317  -0.951
C  11.264  24.951  13.039  -0.988
H  10.225  29.779  12.058  0.354
H  11.719  29.751  11.293  0.390
H  11.650  29.723  13.077  0.355
H  12.143  27.328  12.236  0.351
H  10.690  27.436  11.244  0.295
H  9.328  27.837  13.500  0.425
H  10.774  27.538  14.236  0.525
H  8.856  26.147  15.145  0.428
H  10.423  25.464  15.390  0.455
H  8.465  23.691  15.797  0.362
H  9.636  23.136  14.717  -0.141
H  6.919  24.324  13.913  -0.470
H  7.449  22.670  13.764  -0.857
H  7.550  23.933  11.593  0.509
H  9.085  23.317  12.011  0.517
H  8.066  26.062  12.748  0.377
H  9.200  25.839  11.335  0.390
H  11.974  25.228  13.818  0.400
H  11.727  25.139  12.070  0.374
H  11.134  23.883  13.215  0.345
C  8.942  17.165  21.721  -1.362
C  7.760  16.816  20.660  -0.329
C  6.701  17.854  20.737  -0.503
C  5.398  17.265  20.122  -0.801
N  4.350  18.392  19.994  0.975
C  3.053  17.800  19.247  -0.946
C  2.957  18.607  17.917  0.201
C  3.737  19.946  18.121  -0.635
C  4.883  19.556  19.028  -0.310
C  3.984  18.933  21.408  -1.269
C  3.324  17.851  22.330  -0.301
C  2.698  18.506  23.623  -1.411
H  9.402  18.117  21.456  0.254
H  9.751  16.436  21.763  0.411
H  8.506  17.260  22.716  0.384
H  7.408  15.805  20.864  0.456
H  8.219  16.845  19.672  0.144
H  7.021  18.780  20.260  0.304
H  6.605  18.038  21.807  0.323
H  4.907  16.469  20.680  0.815
H  5.550  16.918  19.100  -0.119
H  2.178  18.062  19.842  0.499
H  3.160  16.721  19.132  0.291
H  1.967  18.876  17.548  0.563
H  3.386  18.044  17.088  -0.345
H  3.216  20.721  18.684  0.426
H  4.052  20.435  17.200  0.095
H  5.278  20.403  19.589  0.512
H  5.666  19.192  18.362  -0.303
H  3.370  19.787  21.124  0.585
H  4.900  19.374  21.801  0.617
H  4.161  17.290  22.744  0.228
H  2.604  17.305  21.720  0.412
H  2.349  17.667  24.226  0.405
H  1.867  19.192  23.457  0.357
H  3.441  18.929  24.298  0.360
As  5.480  18.872  13.419  2.431
F  5.187  19.783  15.005  -0.493
F  6.436  20.282  12.905  -0.248
F  5.746  17.965  11.867  -0.668
F  4.538  17.509  14.118  -0.676
F  3.905  19.421  12.722  -0.589
F  6.860  18.062  14.178  -0.680
N  4.484  15.406  16.014  0.889
C  5.751  15.261  16.499  -0.526
C  5.651  14.427  17.654  -0.742
C  4.218  14.084  17.749  -0.913
C  3.597  14.715  16.728  -0.688
H  4.357  15.980  15.193  -0.029
H  6.522  15.750  15.923  0.542
H  6.498  14.109  18.243  0.577
H  3.817  13.365  18.449  0.486
H  2.543  14.692  16.493  0.596
N  7.507  19.671  16.519  1.670
C  7.220  21.015  16.784  -0.323
C  7.886  21.412  17.914  -1.169
C  8.550  20.249  18.282  -0.956
C  8.409  19.244  17.422  -0.583
H  7.239  19.119  15.716  -0.545
H  6.594  21.639  16.163  0.278
H  7.757  22.352  18.429  0.607
H  9.128  20.023  19.166  0.626
H  8.846  18.257  17.369  0.576
N  5.332  15.486  10.942  0.164
C  6.081  14.773  11.868  -0.316
C  5.634  13.472  11.992  -0.846
C  4.573  13.330  11.089  -0.565
C  4.445  14.578  10.365  -0.443
H  5.502  16.446  10.680  0.194
H  6.869  15.238  12.441  0.428
H  6.101  12.752  12.647  0.460
H  4.081  12.407  10.819  0.465
H  3.927  15.047  9.542  0.418
N  9.412  19.898  13.558  0.519
C  10.176  20.520  14.467  -0.629
C  11.507  20.325  14.055  -0.825
C  11.506  19.658  12.784  -1.026
C  10.194  19.377  12.555  -0.294
H  8.420  19.892  13.751  0.079
H  9.771  20.929  15.381  0.581
H  12.334  20.754  14.601  0.488
H  12.357  19.405  12.169  0.451
H  9.686  18.894  11.733  0.550
N  2.912  14.575  13.349  0.566
C  2.388  15.781  13.001  -0.880
C  0.989  15.733  13.288  -0.486
C  0.689  14.472  13.847  -0.923
C  1.931  13.864  13.940  -0.660
H  3.857  14.309  13.113  0.188
H  2.955  16.563  12.518  0.663
H  0.276  16.532  13.151  0.591
H  -0.288  14.068  14.068  0.456
H  2.219  12.908  14.351  0.543
N  1.836  19.894  14.870  0.730
C  0.812  18.998  14.558  -0.110
C  -0.436  19.502  14.844  -0.371
C  -0.262  20.777  15.425  -1.080
C  1.139  21.004  15.363  -0.464
H  2.813  19.906  14.613  -0.039
H  1.226  18.064  14.208  -0.301
H  -1.379  19.019  14.632  0.473
H  -1.051  21.450  15.726  0.465
H  1.690  21.851  15.743  0.552
N  6.225  20.271  10.181  0.420
C  7.086  21.141  9.584  -0.317
C  6.539  21.450  8.335  -0.927
C  5.244  20.821  8.321  -0.622
C  5.073  20.037  9.459  -0.490
H  6.468  19.763  11.020  0.046
H  7.979  21.464  10.098  0.542
H  6.892  22.150  7.592  0.398
H  4.464  20.958  7.586  0.428
H  4.360  19.307  9.811  0.452